Record 1
DFT (ωB97M-V/def2-TZVPD) results for a molecular structure, C9H36O15PV.

Computed properties:
Energy: -2778.21191 Eh
Total charge: -2
LUMO: 0.1252 Ha
Frontier orbital gap: 3.54 eV

Structure (XYZ):
```
62
C9H36O15PV, DFT ωB97M-V/def2-TZVPD
O 20.30431 -4.42812 30.06398
V 20.00013 -5.91735 30.60337
O 19.88712 -5.87190 32.19889
P 17.74731 -7.48966 27.86405
O 17.31028 -6.62589 29.01843
O 17.06758 -6.67941 26.77094
O 17.12001 -8.89448 28.24295
O 19.26185 -7.50846 27.92692
C 24.25781 -1.62041 27.82210
O 24.44365 -2.01083 26.46079
H 23.24992 -1.24156 27.99165
H 24.41389 -2.46333 28.49533
H 24.95174 -0.83144 28.11209
H 23.74801 -2.64502 26.27239
C 15.39544 -9.15627 32.82701
O 14.84465 -9.34155 31.52894
H 16.06897 -8.29929 32.83234
H 14.63609 -8.95604 33.58291
H 15.85327 -10.10586 33.10412
H 15.55279 -9.35722 30.88095
C 18.48930 -1.58437 25.90015
O 17.53546 -2.55582 26.32467
H 19.46700 -1.84200 26.30741
H 18.58226 -1.54651 24.81478
H 18.10336 -0.60433 26.18064
H 17.86176 -3.38643 25.97081
C 16.90607 -3.34527 35.16611
O 15.75735 -3.59306 34.45840
H 17.61939 -2.81003 34.53938
H 16.65700 -2.69830 36.00724
H 17.36780 -4.29011 35.45279
H 15.01267 -3.75649 35.04178
C 20.74742 -11.22517 30.70427
O 19.74972 -10.39958 31.18890
H 21.44512 -10.62694 30.11824
H 21.31325 -11.70484 31.50293
H 20.34726 -12.03115 30.08916
H 19.06996 -10.30238 30.51803
C 21.35169 -9.36352 35.41392
O 19.96328 -9.61805 35.23285
H 21.80154 -9.11547 34.45256
H 21.48495 -8.49699 36.06158
H 21.79376 -10.20932 35.94051
H 19.87136 -9.81290 34.29733
C 21.33760 -5.19363 23.84544
O 21.66817 -5.19175 25.20969
H 21.63551 -4.29469 23.30577
H 21.58975 -6.10783 23.30807
H 20.24838 -5.23129 23.86221
H 21.07415 -5.75550 25.71061
C 24.36567 -7.17701 29.92594
O 23.47643 -6.57723 30.80976
H 25.12354 -6.45676 29.61773
H 24.78596 -8.06887 30.39075
H 23.89218 -7.37747 28.96484
H 23.97863 -6.38324 31.60459
C 24.56944 -4.37933 34.92868
O 25.50086 -5.04136 34.08469
H 24.70915 -3.32644 34.68370
H 23.51918 -4.63975 34.79745
H 24.72812 -4.40755 36.00669
H 26.33877 -4.57591 34.13824
```

***

Record 2
DFT (ωB97M-V/def2-TZVPD) results for 9 unconnected molecules or ions with the total composition C9H36O9.

Computed properties:
Energy: -1040.88941 Eh
Total charge: 0
Energy above the lowest of the compared OMol25 structures with the same formula, charge and spin: 21.262 eV
Structure (SMILES): CO.CO.CO.CO.CO.CO.CO.CO.CO
LUMO: 0.0096 Ha
Frontier orbital gap: 8.65 eV

Structure (XYZ):
```
54
C9H36O9, DFT ωB97M-V/def2-TZVPD
C -58.42509 6.32163 21.98519
O -59.29957 6.78141 23.03343
H -57.71772 6.99935 21.94389
H -58.96132 6.08982 21.25747
H -58.00649 5.34341 22.25960
H -59.83878 7.56442 22.79839
C -58.56986 4.37229 20.25714
O -58.13672 5.72153 20.18644
H -58.81480 4.25437 21.28128
H -57.98461 3.53698 19.86052
H -59.46858 4.24542 19.66126
H -57.37334 5.71081 20.61795
C -53.80795 3.06495 18.30013
O -54.11918 2.74181 16.90279
H -52.98028 2.51565 18.52650
H -54.51942 2.69274 18.99830
H -54.05726 3.96637 18.72866
H -54.49203 1.96997 16.63630
C -54.32570 9.37582 21.88380
O -53.35379 9.23678 22.91209
H -53.85100 10.13430 21.24489
H -55.38900 9.77749 22.28927
H -54.59859 8.60623 21.42899
H -52.60787 9.81770 22.89085
C -51.88323 6.14734 25.55020
O -51.08692 5.51757 26.65911
H -52.35632 7.00146 26.10346
H -52.88620 5.55458 25.25370
H -51.31570 6.26500 24.61761
H -50.94277 6.38998 27.24331
C -54.14082 6.57651 22.91180
O -53.61323 5.95764 21.78757
H -54.64596 7.38386 22.70262
H -53.18886 7.03616 23.27104
H -54.66454 5.82200 23.51066
H -53.02931 6.52696 21.28887
C -54.81129 4.44383 22.16761
O -55.60279 5.45934 21.79340
H -54.01390 4.56638 21.44293
H -55.08415 3.43341 22.27205
H -54.62777 4.65819 23.20390
H -55.58570 6.18129 22.39424
C -52.59860 2.55920 25.17266
O -52.86372 1.22304 25.20587
H -51.37711 2.67389 25.25298
H -53.28647 3.06815 25.95367
H -52.79658 2.89416 24.05070
H -53.07696 0.86620 26.13395
C -57.39594 3.48703 25.01352
O -58.38863 2.56535 25.25046
H -56.79021 3.31522 24.10251
H -56.80925 3.42734 25.80653
H -57.84494 4.34865 24.86707
H -58.69655 2.68622 26.17557
```

***

Record 3
DFT (ωB97M-V/def2-TZVPD) results for 10 unconnected molecules or ions with the total composition C9H38N2O14.

Computed properties:
Energy: -1528.53840 Eh
Total charge: 0
Energy above the lowest of the compared OMol25 structures with the same formula, charge and spin: 0.000 eV
Structure (SMILES): NC(N)=O.OCCO.OCCO.OCCO.OCCO.O.O.O.O.O
LUMO: -0.0224 Ha
Frontier orbital gap: 9.22 eV

Structure (XYZ):
```
63
C9H38N2O14, DFT ωB97M-V/def2-TZVPD
C 13.64114 8.21535 -10.71891
C 14.58715 7.80682 -9.64085
O 14.73406 6.38229 -9.48998
O 13.80300 9.59371 -11.03610
H 12.61880 7.99552 -10.40670
H 13.87982 7.62936 -11.61006
H 14.34204 8.18347 -8.64045
H 15.55796 8.31794 -9.75716
H 15.41060 6.07509 -10.10242
H 13.27654 10.08714 -10.39637
C 10.16017 9.18798 -4.15223
C 11.58116 8.90219 -4.48310
O 12.27823 10.12441 -4.92666
O 10.06307 9.74392 -2.81361
H 9.56846 8.27308 -4.16178
H 9.78419 9.93272 -4.86153
H 11.60435 8.31317 -5.40482
H 12.16655 8.44528 -3.69054
H 12.18908 10.79673 -4.23576
H 9.74830 10.64723 -2.81673
C 5.90022 7.77741 -11.74900
C 6.77910 8.91247 -11.33050
O 7.75688 8.44073 -10.39112
O 5.32855 7.16560 -10.62940
H 6.47084 7.01728 -12.29778
H 5.10748 8.14492 -12.39610
H 6.14416 9.70610 -10.89061
H 7.32531 9.42755 -12.13801
H 8.51143 9.03588 -10.31040
H 5.92512 7.27454 -9.88033
C 12.09030 3.56151 -10.52125
C 11.42987 4.86601 -10.89161
O 11.19682 5.59273 -9.68529
O 11.23288 2.76886 -9.73963
H 13.04829 3.78576 -10.03082
H 12.29692 2.98845 -11.42495
H 10.46389 4.66347 -11.36256
H 12.00870 5.46221 -11.60686
H 10.30888 5.96965 -9.68149
H 10.92938 3.29443 -8.98792
C 14.12126 11.11088 -7.92062
O 15.04896 11.68508 -8.51301
N 14.32939 10.08392 -6.96248
N 12.75605 11.42951 -8.17126
H 15.28160 9.79873 -6.85057
H 13.63949 10.02829 -6.21895
H 12.08705 11.06832 -7.51961
H 12.48673 11.93971 -8.97951
O 7.38004 7.95466 -6.49432
H 6.77322 8.38592 -7.10729
H 8.26379 8.15688 -6.84396
O 9.86015 8.88396 -7.92328
H 9.98202 9.76423 -8.30188
H 10.66333 8.38871 -8.15870
O 9.81517 11.61572 -8.55150
H 9.91350 12.57539 -8.62839
H 9.16330 11.49449 -7.84117
O 10.15695 9.81925 -11.15515
H 9.89367 10.60600 -10.64845
H 10.65470 10.16962 -11.90852
O 12.73540 5.78287 -7.34378
H 12.45796 5.76638 -8.29123
H 13.69162 5.91461 -7.38885
```

***

Record 4
DFT (ωB97M-V/def2-TZVPD) results for a molecular structure, C9H39BN19O15S2.

Computed properties:
Energy: -3357.02790 Eh
Total charge: -1
LUMO: 0.0644 Ha
Frontier orbital gap: 7.36 eV

Structure (XYZ):
```
85
C9H39BN19O15S2, DFT ωB97M-V/def2-TZVPD
O 2.89207 1.39323 -1.61375
S 3.12273 2.86325 -1.79349
O 4.50908 3.21800 -1.31826
N 2.03118 3.76022 -0.89072
S 0.77612 4.27920 -1.86794
O 0.29690 5.58785 -1.30859
O 1.10413 4.36005 -3.32868
B -0.66508 3.05729 -1.68806
O -0.37045 1.82845 -1.08677
O -1.97319 3.34132 -2.13330
H 3.10139 3.17084 -3.13254
H 0.08042 1.29893 -1.76405
H -2.12248 2.72149 -2.85305
C 3.05110 2.19785 -5.85126
O 3.36699 1.79112 -4.74038
N 3.68329 1.78947 -6.99135
N 2.04308 3.08967 -6.02771
H 3.43993 2.11032 -7.90817
H 4.43381 1.13243 -6.88884
H 1.55853 3.40941 -5.19837
H 1.76150 3.44205 -6.92142
C 0.84907 -0.52048 -4.01650
O 0.77471 0.55250 -3.43718
N 1.97337 -0.91044 -4.67364
N -0.17564 -1.41475 -4.04160
H 2.06369 -1.78601 -5.15036
H 2.75312 -0.26741 -4.66611
H -1.01944 -1.16208 -3.55842
H -0.12913 -2.30113 -4.50407
C 0.09390 -2.04156 -0.27499
O -0.87753 -2.23216 -1.01092
N 0.08565 -2.36057 1.04520
N 1.25473 -1.49454 -0.72492
H 0.86104 -2.21937 1.66165
H -0.75565 -2.76286 1.41169
H 1.29814 -1.24327 -1.69458
H 2.05567 -1.32878 -0.14589
C -3.64549 4.67511 1.76701
O -4.34662 4.55121 2.76860
N -3.29042 5.88792 1.26364
N -3.16712 3.60758 1.07849
H -2.71587 6.00750 0.44783
H -3.62477 6.69936 1.74689
H -3.40668 2.69806 1.42279
H -2.59525 3.68197 0.25785
C 0.69522 -4.17149 3.99730
O 1.25464 -3.42562 3.20193
N -0.26355 -5.04728 3.60505
N 0.98652 -4.17564 5.32860
H -0.74420 -5.66640 4.22656
H -0.50293 -5.05910 2.63142
H 1.68931 -3.53459 5.64459
H 0.53800 -4.77300 5.99722
C -3.37203 -6.26721 1.73316
O -2.63524 -5.54075 2.38620
N -4.22266 -7.15994 2.31471
N -3.40101 -6.23908 0.37378
H -4.83473 -7.76264 1.80009
H -4.22611 -7.20344 3.31636
H -2.78725 -5.58847 -0.08509
H -3.99528 -6.82149 -0.18317
C -1.22946 -2.20670 8.09916
O -1.16846 -3.42518 8.18294
N -0.29198 -1.38739 8.65345
N -2.23799 -1.56906 7.44352
H -0.32083 -0.38762 8.59566
H 0.46567 -1.82453 9.14306
H -2.94400 -2.14269 7.02165
H -2.30743 -0.57309 7.36039
C 7.84540 3.46076 -2.77894
O 7.89205 4.48156 -2.10676
N 8.89262 3.07111 -3.57663
N 6.77102 2.63179 -2.79811
H 8.88545 2.24236 -4.13756
H 9.70372 3.65950 -3.58743
H 5.95574 2.87572 -2.21757
H 6.73294 1.79592 -3.34856
C -6.12931 0.05374 1.25188
O -6.64854 -0.87082 0.64242
N -6.24221 1.35035 0.85292
N -5.39288 -0.13676 2.38331
H -5.82428 2.12378 1.33930
H -6.77585 1.52873 0.02373
H -5.28583 -1.07979 2.70570
H -4.95883 0.60623 2.89798
```

***

Record 5
DFT (ωB97M-V/def2-TZVPD) results for 11 unconnected molecules or ions with the total composition C9H40FN19O9.

Computed properties:
Energy: -2184.37771 Eh
Total charge: 0
Energy above the lowest of the compared OMol25 structures with the same formula, charge and spin: 10.522 eV
LUMO: -0.0419 Ha
Frontier orbital gap: 7.76 eV

Structure (XYZ):
```
78
C9H40FN19O9, DFT ωB97M-V/def2-TZVPD
N -4.89881 7.48193 -0.00641
H -4.92811 6.47536 -0.08416
H -4.64876 7.89661 0.87994
H -5.80283 7.84729 -0.26979
H -4.29734 7.86762 -0.72026
F -2.22512 8.01848 -2.42121
C 1.70134 8.79572 -0.12437
O 2.82666 8.91675 0.36707
N 0.61660 9.20098 0.32231
N 1.67375 8.30754 -1.27359
H 0.64540 9.88581 1.06413
H -0.11015 9.30696 -0.37102
H 0.72007 8.22011 -1.59446
H 2.41778 8.10837 -1.92694
C -1.86119 11.68195 -5.14929
O -1.90863 12.60434 -5.96642
N -2.64187 11.55369 -4.14737
N -0.82411 10.92854 -4.96810
H -2.44872 10.77760 -3.53052
H -3.20320 12.32692 -3.82005
H -0.83552 10.27469 -4.19838
H -0.02967 10.94555 -5.59154
C -0.69368 4.75688 2.37872
O -1.30433 3.74598 2.37009
N 0.60229 4.97813 2.14632
N -1.16004 5.90837 2.83401
H 1.05616 4.13419 1.82717
H 0.91983 5.85287 1.75376
H -0.66384 6.71048 3.19530
H -2.13032 5.81861 3.09968
C -4.93587 13.29926 0.51173
O -5.16573 14.25306 -0.24537
N -5.73512 13.03087 1.38989
N -3.80122 12.69316 0.76705
H -6.41179 13.69467 1.73857
H -5.72088 12.06205 1.67497
H -3.73445 12.01547 1.51295
H -3.07959 12.73425 0.06159
C -5.88957 2.45079 -1.38752
O -5.59218 3.61032 -1.19805
N -5.36120 1.34227 -0.92329
N -6.88531 2.14821 -2.18263
H -4.44768 1.38462 -0.49458
H -5.63631 0.43804 -1.27934
H -7.46540 2.89768 -2.53176
H -7.24105 1.20561 -2.25385
C -9.06154 9.33934 2.28772
O -8.78715 9.51566 1.12872
N -9.04710 10.35907 3.06586
N -9.42782 8.29553 2.88621
H -9.44286 11.19770 2.66564
H -9.04777 10.29026 4.07351
H -9.74061 8.44542 3.83478
H -9.56373 7.36754 2.51140
C -4.68582 9.14610 5.29250
O -4.77451 9.13806 4.04305
N -4.52621 8.05528 5.91548
N -4.70559 10.28213 6.03108
H -4.47562 8.08567 6.92375
H -4.71915 7.16938 5.47044
H -4.72225 10.07690 7.01987
H -4.75747 11.23465 5.69925
C -5.68809 7.05588 -5.93800
O -6.16379 7.74035 -6.86332
N -6.37412 6.06105 -5.39098
N -4.44037 7.11082 -5.60696
H -6.16493 5.60779 -4.51297
H -7.28347 6.04595 -5.83023
H -3.94797 7.98024 -5.75448
H -4.13589 6.84341 -4.68182
C -0.25461 4.53881 -3.86097
O 0.12412 3.61581 -4.58728
N -0.85294 4.38665 -2.71439
N 0.02648 5.78408 -4.18524
H -1.37535 5.16202 -2.33229
H -1.17914 3.44237 -2.56595
H 0.21241 5.79973 -5.17785
H -0.59323 6.49412 -3.82203
```

***

Record 6
DFT (ωB97M-V/def2-TZVPD) results for a molecular structure, C9H4AuClINOS4Sb.

Computed properties:
2S+1: 3
Energy: -3202.01479 Eh
Total charge: -1
Energy above the lowest of the compared OMol25 structures with the same formula, charge and spin: 1.433 eV
LUMO (spin up / spin down): 0.0326 / -0.0451 Ha
Frontier orbital gap (spin up / spin down): 4.92 / 2.80 eV

Structure (XYZ):
```
23
C9H4AuClINOS4Sb, DFT ωB97M-V/def2-TZVPD
Au -0.59698 1.79035 1.65901
Cl 2.04626 -2.77145 -3.56662
C 1.80323 -1.44169 -2.50636
C 2.67448 -0.36644 -2.59398
C 2.53356 0.73091 -1.76921
I 3.81273 2.32261 -1.89078
C 1.45767 0.79756 -0.77404
O 1.30570 1.75284 -0.02972
C 0.54459 -0.37925 -0.71733
N -0.42536 -0.30587 0.18572
C -1.27460 -1.31101 0.29925
C -1.18859 -2.45329 -0.50188
C -0.18989 -2.54146 -1.44203
C 0.71679 -1.47754 -1.56792
H 3.47096 -0.40387 -3.32408
H -2.04474 -1.19533 1.05410
H -1.90559 -3.25210 -0.37414
H -0.09723 -3.41136 -2.07678
S -4.40381 1.60298 4.88399
Sb -2.68344 2.87716 4.18363
S -2.62178 2.99341 1.74934
S -0.63911 1.56086 4.00490
S -2.29486 4.88200 5.11493
```